a | {
  "formula": "C4H9N",
  "method": "ωB97M-V/def2-TZVPD",
  "symbols": ["C", "N", "C", "C", "C", "H", "H", "H", "H", "H", "H", "H", "H", "H"],
  "positions_angstrom": [[-0.34, 1.55, -0.87], [-0.69, 0.30, 1.41], [-0.55, -0.10, 0.16], [0.75, 0.51, -0.91], [0.09, -1.72, 0.49], [1.50, 0.38, -0.12], [-0.06, 2.04, -1.85], [-0.65, 2.04, 0.16], [-0.43, 1.23, 1.75], [-1.35, -0.58, -0.47], [1.20, 0.33, -1.85], [1.17, -1.89, 0.24], [-0.74, -2.44, 0.26], [0.10, -1.64, 1.60]],
  "e_lumo_ev": -0.8132,
  "mol_weight_g_mol": 71.12,
  "charge": 0,
  "homo_lumo_gap_ev": 6.11,
  "homo_ev": -6.9
}

b | {
  "formula": "C4H9N",
  "method": "ωB97M-V/def2-TZVPD",
  "symbols": ["C", "N", "C", "C", "C", "H", "H", "H", "H", "H", "H", "H", "H", "H"],
  "positions_angstrom": [[0.72, -1.30, -1.52], [0.77, -0.11, 1.43], [-0.10, 0.29, 0.38], [-0.05, -0.18, -0.85], [-1.03, 1.44, 0.75], [0.10, -2.19, -1.57], [1.06, -1.04, -2.53], [1.64, -1.53, -0.98], [0.78, -1.11, 1.58], [0.50, 0.32, 2.31], [-0.71, 0.26, -1.60], [-1.31, 1.43, 1.80], [-1.96, 1.40, 0.19], [-0.40, 2.32, 0.62]],
  "e_lumo_ev": 1.0834,
  "smiles": "C/C=C(/C)N",
  "mol_weight_g_mol": 71.12,
  "charge": 0,
  "homo_lumo_gap_ev": 9.18,
  "homo_ev": -8.1
}

c | {
  "formula": "C4H9N",
  "method": "ωB97M-V/def2-TZVPD",
  "symbols": ["C", "C", "C", "C", "H", "H", "H", "H", "H", "H", "H", "H", "H", "N"],
  "positions_angstrom": [[-0.24, 1.19, 1.02], [-0.19, 0.13, -0.07], [-1.23, -0.83, -0.12], [1.09, -0.70, 0.07], [0.55, 2.01, 0.84], [-1.38, 1.74, 1.16], [-0.09, 0.63, 1.98], [-2.33, -0.23, -0.36], [-0.82, -1.39, -1.13], [-1.69, -1.30, 0.79], [1.96, -0.46, 0.69], [1.07, -1.82, -0.33], [0.50, -0.31, -1.93], [0.80, 0.34, -1.02]],
  "e_lumo_ev": 0.9901,
  "smiles": "CC1(C)CN1",
  "mol_weight_g_mol": 71.12,
  "charge": 0,
  "homo_lumo_gap_ev": 10.15,
  "homo_ev": -9.2
}

d | {
  "formula": "C4H9N",
  "method": "ωB97M-V/def2-TZVPD",
  "symbols": ["C", "C", "C", "C", "N", "H", "H", "H", "H", "H", "H", "H", "H", "H"],
  "positions_angstrom": [[1.46, -1.09, -0.73], [-0.49, 2.39, 0.21], [-1.40, 1.39, 0.03], [-1.41, 0.14, 0.68], [2.04, -2.02, -0.26], [1.00, -0.26, -0.10], [1.17, -0.99, -1.80], [0.33, 2.30, 0.91], [-0.52, 3.23, -0.47], [-2.22, 1.62, -0.64], [-0.86, -0.05, 1.59], [-2.25, -0.50, 0.48], [-0.35, -3.84, 0.35], [0.37, -3.66, 0.35]],
  "e_lumo_ev": -2.7150,
  "mol_weight_g_mol": 71.12,
  "charge": 0,
  "homo_lumo_gap_ev": 3.98,
  "homo_ev": -6.7
}

b is the most stable structure; the next one sits 77.5 kcal/mol above it.

a | {
  "formula": "C4H9N",
  "method": "ωB97M-V/def2-TZVPD",
  "symbols": ["C", "C", "C", "N", "C", "H", "H", "H", "H", "H", "H", "H", "H", "H"],
  "positions_angstrom": [[0.41, -0.92, 1.30], [0.44, -0.09, -0.02], [-0.48, 0.87, -0.35], [-1.80, 0.91, 0.15], [1.40, -0.53, -1.06], [1.45, -0.93, 1.82], [0.14, -2.00, 1.22], [-0.22, -0.50, 2.13], [-0.11, 1.52, -1.15], [-2.44, 1.27, -0.54], [-1.96, -0.06, 0.36], [2.47, -0.46, -0.75], [1.43, 0.27, -1.84], [1.20, -1.49, -1.48]],
  "e_lumo_ev": 1.0223,
  "smiles": "CC(C)=CN",
  "mol_weight_g_mol": 71.12,
  "charge": 0,
  "homo_lumo_gap_ev": 8.73,
  "homo_ev": -7.7
}

b | {
  "formula": "C4H9N",
  "method": "ωB97M-V/def2-TZVPD",
  "symbols": ["C", "C", "H", "H", "H", "H", "C", "C", "N", "H", "H", "H", "H", "H"],
  "positions_angstrom": [[1.96, -0.77, -1.28], [2.71, -0.02, -2.14], [1.48, -0.43, -0.32], [1.59, -1.64, -1.87], [2.86, 1.06, -2.26], [3.24, -0.58, -2.93], [-0.83, -0.09, 1.58], [-2.85, 0.83, 1.06], [-1.56, 0.93, 0.99], [-0.18, -0.64, 0.83], [-0.12, 0.36, 2.29], [-1.55, -0.80, 2.00], [-3.24, 1.25, 0.11], [-3.51, 0.54, 1.93]],
  "e_lumo_ev": 0.8355,
  "smiles": "C=NC.C=C",
  "mol_weight_g_mol": 71.12,
  "charge": 0,
  "homo_lumo_gap_ev": 9.93,
  "homo_ev": -9.1
}

c | {
  "formula": "C4H9N",
  "method": "ωB97M-V/def2-TZVPD",
  "symbols": ["C", "N", "H", "H", "H", "C", "C", "C", "H", "H", "H", "H", "H", "H"],
  "positions_angstrom": [[-2.48, -0.58, -0.67], [-1.84, -1.44, -1.41], [-1.84, 0.02, 0.00], [-3.58, -0.49, -0.85], [-2.35, -2.16, -1.99], [1.46, 0.27, -0.54], [0.90, 0.79, 0.69], [1.54, 0.76, 1.91], [0.89, -0.64, -0.78], [2.55, 0.11, -0.45], [1.42, 0.95, -1.39], [-0.16, 1.05, 0.63], [0.96, 0.95, 2.79], [2.54, 0.41, 2.06]],
  "e_lumo_ev": 1.1685,
  "smiles": "C=CC.C=N",
  "mol_weight_g_mol": 71.12,
  "charge": 0,
  "homo_lumo_gap_ev": 10.39,
  "homo_ev": -9.2
}

a is the most stable structure; the next one sits 20.3 kcal/mol above it.

a | {
  "formula": "C4H9N",
  "method": "ωB97M-V/def2-TZVPD",
  "symbols": ["C", "C", "C", "C", "H", "H", "H", "H", "H", "H", "H", "H", "H", "N"],
  "positions_angstrom": [[-0.32, -0.50, -1.60], [0.60, 0.80, 0.20], [-0.41, 0.39, 1.18], [-0.21, -0.76, 1.89], [0.53, -1.30, -0.98], [-1.37, -0.92, -1.13], [-0.36, -0.54, -2.78], [0.53, 1.35, -1.81], [1.54, 0.22, 0.15], [1.00, 1.79, 0.42], [-1.30, 0.96, 1.25], [-0.92, -1.14, 2.67], [0.75, -1.21, 1.71], [-0.04, 0.85, -1.17]],
  "e_lumo_ev": 1.1743,
  "smiles": "C=CCNC",
  "mol_weight_g_mol": 71.12,
  "charge": 0,
  "homo_lumo_gap_ev": 10.01,
  "homo_ev": -8.8
}

b | {
  "formula": "C4H9N",
  "method": "ωB97M-V/def2-TZVPD",
  "symbols": ["C", "N", "C", "C", "C", "H", "H", "H", "H", "H", "H", "H", "H", "H"],
  "positions_angstrom": [[-0.46, -1.19, -0.01], [-1.27, -0.02, 0.59], [-0.46, 1.24, 0.30], [0.78, 0.69, -0.53], [0.94, -0.74, 0.11], [-0.65, -1.25, -1.18], [-0.66, -2.16, 0.66], [-2.28, -0.05, 0.42], [-0.17, 1.68, 1.25], [-0.98, 2.04, -0.26], [0.46, 0.44, -1.58], [1.72, 1.30, -0.45], [1.31, -0.60, 1.15], [1.72, -1.37, -0.47]],
  "e_lumo_ev": 1.2016,
  "smiles": "C1CCNC1",
  "mol_weight_g_mol": 71.12,
  "charge": 0,
  "homo_lumo_gap_ev": 9.69,
  "homo_ev": -8.5
}

c | {
  "formula": "C4H9N",
  "method": "ωB97M-V/def2-TZVPD",
  "symbols": ["C", "C", "C", "C", "H", "H", "H", "H", "H", "H", "H", "H", "H", "N"],
  "positions_angstrom": [[-0.55, 1.52, 0.34], [0.33, 0.52, -0.46], [-0.34, -0.79, -0.94], [0.23, -1.44, 0.37], [-1.23, 0.96, 1.04], [-1.19, 2.19, -0.32], [0.20, 2.09, 0.93], [0.89, 1.05, -1.25], [-1.41, -0.74, -1.16], [0.19, -1.27, -1.76], [0.72, -2.41, 0.24], [-0.46, -1.47, 1.21], [1.42, 0.07, 1.36], [1.21, -0.28, 0.41]],
  "e_lumo_ev": 1.2079,
  "smiles": "C[C@@H]1CCN1",
  "mol_weight_g_mol": 71.12,
  "charge": 0,
  "homo_lumo_gap_ev": 10.03,
  "homo_ev": -8.8
}

c is the most stable structure; the next one sits 1.2 kcal/mol above it.

a | {
  "formula": "C4H9N",
  "method": "ωB97M-V/def2-TZVPD",
  "symbols": ["C", "C", "C", "C", "H", "H", "H", "H", "H", "H", "H", "H", "H", "N"],
  "positions_angstrom": [[1.65, -0.90, 0.02], [0.46, -0.02, -0.23], [-0.85, -0.30, 0.44], [-2.06, -0.33, -0.21], [1.78, -1.02, 1.09], [1.28, -1.91, -0.32], [2.44, -0.51, -0.65], [0.36, -0.06, -1.35], [-0.16, 1.94, -0.54], [0.46, 1.66, 1.08], [-1.04, -0.30, 1.61], [-3.13, -0.12, 0.37], [-2.14, -0.29, -1.35], [0.71, 1.42, -0.01]],
  "e_lumo_ev": 1.1204,
  "smiles": "C=C[C@H](C)N",
  "mol_weight_g_mol": 71.12,
  "charge": 0,
  "homo_lumo_gap_ev": 10.21,
  "homo_ev": -9.1
}

b | {
  "formula": "C4H9N",
  "method": "ωB97M-V/def2-TZVPD",
  "symbols": ["C", "N", "H", "H", "H", "C", "C", "C", "H", "H", "H", "H", "H", "H"],
  "positions_angstrom": [[2.74, 0.93, -2.57], [3.30, 0.82, -1.43], [3.24, 0.86, -3.53], [1.68, 1.22, -2.61], [2.58, 1.22, -0.82], [-1.89, 0.67, 1.29], [-1.57, -0.81, 1.31], [-2.42, -1.83, 1.41], [-1.06, 1.18, 0.82], [-2.83, 0.85, 0.78], [-2.00, 0.99, 2.33], [-0.53, -1.09, 1.45], [-2.12, -2.83, 1.14], [-3.50, -1.68, 1.48]],
  "e_lumo_ev": 0.7932,
  "smiles": "C=CC.C=N",
  "mol_weight_g_mol": 71.12,
  "charge": 0,
  "homo_lumo_gap_ev": 10.35,
  "homo_ev": -9.6
}

b is the most stable structure; the next one sits 4.6 kcal/mol above it.

a | {
  "formula": "C4H9N",
  "method": "ωB97M-V/def2-TZVPD",
  "symbols": ["C", "C", "N", "H", "H", "H", "H", "H", "C", "C", "H", "H", "H", "H"],
  "positions_angstrom": [[-1.68, -1.06, 0.25], [-0.21, -0.71, 0.22], [0.59, -1.60, -0.28], [1.55, -1.28, -0.38], [0.03, -0.33, 1.35], [-2.28, -0.21, 0.59], [-2.00, -1.37, -0.74], [-1.85, -1.88, 0.95], [0.31, 1.16, -0.26], [1.61, 1.45, -0.44], [2.38, 1.10, 0.24], [-0.41, 1.42, -1.03], [-0.10, 1.37, 0.83], [2.04, 1.93, -1.30]],
  "e_lumo_ev": [-0.5472, -0.5743],
  "mol_weight_g_mol": 71.12,
  "charge": 0,
  "homo_lumo_gap_ev": [7.66, 7.41],
  "homo_ev": [-8.2, -8.0]
}

b | {
  "formula": "C4H9N",
  "method": "ωB97M-V/def2-TZVPD",
  "symbols": ["C", "C", "H", "H", "H", "H", "C", "C", "N", "H", "H", "H", "H", "H"],
  "positions_angstrom": [[-3.12, 4.62, 1.50], [-3.65, 3.52, 1.01], [-2.80, 4.65, 2.54], [-3.18, 5.58, 1.01], [-3.67, 2.63, 1.64], [-3.98, 3.31, 0.00], [1.87, -2.36, -1.37], [3.42, -3.98, -0.52], [2.90, -3.40, -1.52], [0.81, -2.62, -1.21], [2.17, -1.68, -0.58], [1.84, -1.83, -2.32], [2.93, -4.75, 0.09], [4.46, -3.69, -0.28]],
  "e_lumo_ev": 0.2637,
  "smiles": "C=NC.C=C",
  "mol_weight_g_mol": 71.12,
  "charge": 0,
  "homo_lumo_gap_ev": 8.29,
  "homo_ev": -8.0
}

b is the most stable structure; the next one sits 16.8 kcal/mol above it.

a | {
  "formula": "C4H9N",
  "method": "ωB97M-V/def2-TZVPD",
  "symbols": ["C", "C", "C", "N", "C", "H", "H", "H", "H", "H", "H", "H", "H", "H"],
  "positions_angstrom": [[-0.16, 1.06, -1.68], [0.77, -0.57, -0.32], [1.11, 0.61, 0.62], [0.25, -0.57, 0.85], [-0.89, -1.03, 1.60], [0.65, 1.27, -2.39], [-0.78, 0.26, -2.10], [-0.80, 1.95, -1.63], [0.93, -1.29, -1.11], [0.41, 1.23, -0.45], [2.04, 0.50, 1.20], [-0.64, -1.95, 2.13], [-1.15, -0.26, 2.33], [-1.74, -1.21, 0.94]],
  "e_lumo_ev": 0.9163,
  "mol_weight_g_mol": 71.12,
  "charge": 0,
  "homo_lumo_gap_ev": 8.27,
  "homo_ev": -7.4
}

b | {
  "formula": "C4H9N",
  "method": "ωB97M-V/def2-TZVPD",
  "symbols": ["C", "C", "H", "H", "H", "H", "C", "C", "N", "H", "H", "H", "H", "H"],
  "positions_angstrom": [[-1.13, -2.16, -0.20], [-1.49, -2.23, 1.07], [-1.82, -1.73, -0.92], [-0.14, -2.45, -0.53], [-2.48, -1.89, 1.36], [-0.82, -2.66, 1.81], [0.37, 2.05, 0.56], [0.68, 1.27, -0.47], [1.95, 1.19, -1.05], [1.02, 2.86, 0.89], [-0.65, 2.11, 0.92], [-0.10, 0.64, -0.87], [1.95, 1.32, -2.05], [2.66, 1.69, -0.54]],
  "e_lumo_ev": 1.2193,
  "smiles": "C=CN.C=C",
  "mol_weight_g_mol": 71.12,
  "charge": 0,
  "homo_lumo_gap_ev": 9.64,
  "homo_ev": -8.4
}

c | {
  "formula": "C4H9N",
  "method": "ωB97M-V/def2-TZVPD",
  "symbols": ["C", "N", "C", "C", "C", "H", "H", "H", "H", "H", "H", "H", "H", "H"],
  "positions_angstrom": [[0.85, 0.03, 2.71], [0.30, -1.21, 0.60], [0.23, -0.29, -0.55], [-0.84, 1.28, -2.14], [-0.84, 0.15, -1.33], [0.44, 1.03, 2.46], [0.39, -0.30, 3.58], [1.97, 0.07, 2.63], [0.39, -0.58, 1.53], [0.74, -2.03, 0.22], [0.88, 0.55, -0.49], [-1.71, 1.43, -2.75], [0.10, 1.77, -2.31], [-1.66, -0.51, -1.20]],
  "e_lumo_ev": -1.7776,
  "mol_weight_g_mol": 71.12,
  "charge": 0,
  "homo_lumo_gap_ev": 5.27,
  "homo_ev": -7.0
}

b is the most stable structure; the next one sits 113.3 kcal/mol above it.